No. 1
DFT (the ωB97M-V functional and the def2-TZVPD basis) results for 2 unconnected molecules or ions with the total composition C8H6Cl2O2 at a distorted geometry.

Values from the calculation:
Relative energy (zero: lowest compared OMol25 entry of this formula, charge and spin), kJ/mol: 284.3
Frontier orbital gap, eV: 9.73
Lowest unoccupied orbital energy, eV: 0.2707

ORCA input file:
```
! wB97M-V def2-TZVPD RIJCOSX def2/J DEFGRID3
* xyz 0 1
C -2.938 -0.564 0.440
C -2.770 0.638 1.138
C -1.896 -1.306 -0.005
C -1.497 1.092 1.237
C -0.523 -0.849 0.164
C -0.385 0.366 0.796
C 4.218 -0.401 -1.787
C 1.719 1.428 0.107
O 3.649 -1.159 -2.499
O 0.882 0.918 0.985
Cl 1.114 1.306 -1.532
Cl 4.515 -0.790 -0.089
H -4.017 -1.038 0.379
H -3.587 1.166 1.507
H -2.010 -2.211 -0.423
H -1.276 2.146 1.648
H 0.258 -1.468 -0.081
H 4.544 0.727 -1.986
*
```

***

No. 2
DFT (the ωB97M-V functional and the def2-TZVPD basis) results for a molecular structure, C20H32CuN6O7 at a distorted geometry.

Values from the calculation:
Frontier orbital gap (alpha / beta), eV: 5.72 / 5.65
Lowest unoccupied orbital energy (alpha / beta), eV: 0.1835 / 0.1850

ORCA input file:
```
! wB97M-V def2-TZVPD RIJCOSX def2/J DEFGRID3
* xyz 0 2
O -1.031 -0.778 -5.106
H -0.648 -0.874 -6.013
Cu 0.225 0.200 -1.581
N 1.598 -1.028 -2.213
N -0.724 -1.560 -1.477
N 1.051 1.892 -1.218
N -1.284 1.178 -0.886
O 2.750 -0.499 -2.393
O 2.241 2.160 -1.801
O -2.522 0.709 -0.760
O -1.925 -1.747 -1.042
C -0.083 -2.606 -2.036
C 1.232 -2.280 -2.536
C 0.262 2.898 -0.877
C -1.060 2.445 -0.532
C 2.124 -3.233 -3.266
H 1.957 -3.159 -4.352
H 1.922 -4.263 -2.946
H 3.163 -2.966 -3.040
C -0.681 -3.955 -1.890
H -1.695 -4.006 -2.311
H -0.746 -4.185 -0.815
H -0.061 -4.719 -2.367
C 0.712 4.313 -0.702
C -2.011 3.132 0.387
H 1.516 4.547 -1.407
H 1.104 4.411 0.321
H -0.121 5.018 -0.840
H -2.585 2.387 0.959
H -2.731 3.786 -0.125
H -1.482 3.753 1.118
H 2.520 1.269 -2.203
H -2.381 -0.348 -0.916
C -2.576 -0.727 -4.945
H -3.017 -1.638 -5.226
H -3.126 0.038 -5.517
H -2.747 -0.649 -3.934
O 0.236 0.627 -3.515
H -0.403 -0.052 -4.525
H 0.220 1.583 -3.880
C 1.377 0.057 5.055
N 1.667 0.072 3.637
N 0.699 -0.116 2.725
C 1.259 -0.226 1.474
O 0.487 -0.403 0.485
C 2.659 -0.143 1.678
C 2.872 0.009 3.029
C 4.136 0.097 3.791
C -0.694 -0.104 3.006
C -1.267 0.968 3.695
C -2.646 0.992 3.895
C -3.443 -0.046 3.399
C -2.867 -1.109 2.692
C -1.488 -1.130 2.486
H 0.891 -0.880 5.363
H 0.739 0.902 5.328
H 2.332 0.151 5.575
H 3.381 -0.216 0.879
H 4.197 1.015 4.390
H 4.281 -0.763 4.460
H 4.967 0.105 3.076
H -0.625 1.772 4.055
H -3.093 1.826 4.439
H -4.523 -0.028 3.561
H -3.478 -1.929 2.300
H -1.012 -1.945 1.933
*
```

***

No. 3
DFT (the ωB97M-V functional and the def2-TZVPD basis) results for C4H8N2S2 in the gas phase at a distorted geometry.

Values from the calculation:
Relative energy (zero: lowest compared OMol25 entry of this formula, charge and spin), kJ/mol: 24.8
SMILES string: [H]/N=C1/C[C@H](S)CN1S
Frontier orbital gap, eV: 9.78
Lowest unoccupied orbital energy, eV: 0.6080

ORCA input file:
```
! wB97M-V def2-TZVPD RIJCOSX def2/J DEFGRID3
* xyz 0 1
H -2.177 1.525 -1.056
N -1.295 1.895 -0.752
C -0.634 0.975 -0.197
C 0.731 1.175 0.456
C 1.320 -0.238 0.564
S 2.323 -0.692 -0.897
C 0.074 -1.114 0.724
N -0.930 -0.394 -0.059
S -2.468 -1.027 -0.350
H 1.315 1.877 -0.086
H 0.560 1.592 1.473
H 1.993 -0.335 1.399
H 1.401 -0.387 -1.807
H 0.207 -2.129 0.342
H -0.200 -1.189 1.799
H -2.221 -1.535 -1.553
*
```

***

No. 4
DFT (the ωB97M-V functional and the def2-TZVPD basis) results for a molecular structure, C29H69BO8PReSb2Se2 at a distorted geometry.

Values from the calculation:
Relative energy (zero: lowest compared OMol25 entry of this formula, charge and spin), kJ/mol: 135.0
Frontier orbital gap (alpha / beta), eV: 7.20 / 4.95
Lowest unoccupied orbital energy (alpha / beta), eV: -2.0954 / -4.3901

ORCA input file:
```
! wB97M-V def2-TZVPD RIJCOSX def2/J DEFGRID3
* xyz 1 4
Re -1.606 0.180 1.066
O -1.703 6.145 0.754
C -2.956 5.472 0.646
C -2.695 3.969 0.681
C -4.040 3.253 0.539
O -4.916 3.357 1.660
C -1.944 3.662 1.980
Se -2.172 1.869 2.736
C -1.825 3.611 -0.515
Se -1.323 1.723 -0.843
H -1.851 7.094 0.770
H -3.463 5.727 -0.291
H -3.621 5.730 1.472
H -3.831 2.214 0.305
H -4.581 3.675 -0.310
H -4.418 3.152 2.459
H -2.248 4.334 2.778
H -0.877 3.785 1.830
H -0.886 4.152 -0.475
H -2.346 3.882 -1.432
O -4.280 0.025 1.211
H -4.732 0.282 0.398
H -4.599 0.622 1.901
C -1.493 -3.742 2.561
Sb -2.104 -1.739 2.952
C -1.384 -1.627 4.947
C -4.125 -2.147 3.477
H -1.701 -4.324 3.463
H -0.426 -3.788 2.337
H -2.060 -4.156 1.725
H -2.159 -2.037 5.596
H -1.172 -0.594 5.215
H -0.479 -2.226 5.037
H -4.115 -3.055 4.085
H -4.750 -2.290 2.600
H -4.509 -1.317 4.071
C -0.650 -5.279 -0.923
C -0.322 -3.815 -0.793
O -1.573 -3.082 -0.662
P -1.704 -1.506 -0.714
O -3.293 -1.420 -0.974
C -4.259 -2.503 -0.842
C -4.444 -3.265 -2.134
O -1.063 -1.040 -2.070
C -1.668 -1.144 -3.386
C -0.795 -1.966 -4.299
H 0.272 -5.855 -1.019
H -1.265 -5.457 -1.808
H -1.196 -5.636 -0.047
H 0.209 -3.458 -1.676
H 0.302 -3.626 0.082
H -5.188 -2.023 -0.551
H -3.952 -3.171 -0.040
H -4.768 -2.597 -2.934
H -5.214 -4.029 -1.990
H -3.518 -3.759 -2.433
H -1.766 -0.121 -3.746
H -2.664 -1.570 -3.298
H 0.169 -1.479 -4.453
H -1.287 -2.075 -5.268
H -0.621 -2.963 -3.885
C 2.308 1.881 3.528
C 1.903 0.415 3.659
C 2.138 -0.068 5.072
O 0.482 0.350 3.330
B 0.391 0.208 1.941
O 1.624 -0.132 1.425
C 2.494 -0.463 2.540
C 2.296 -1.950 2.825
C 3.939 -0.186 2.207
H 1.651 2.476 4.165
H 2.183 2.225 2.498
H 3.341 2.043 3.842
H 1.608 0.590 5.765
H 3.205 -0.028 5.309
H 1.777 -1.085 5.225
H 1.256 -2.152 3.089
H 2.942 -2.286 3.639
H 2.543 -2.527 1.930
H 4.106 0.867 1.978
H 4.247 -0.786 1.347
H 4.565 -0.465 3.060
C 2.273 1.790 -4.893
C 1.330 1.845 -3.688
C 0.951 3.301 -3.397
Sb 2.144 1.021 -1.814
C 4.093 2.029 -2.055
C 5.131 1.228 -2.847
C 4.632 2.439 -0.684
C 2.547 -1.096 -2.295
C 3.433 -1.681 -1.192
C 3.069 -1.453 -3.685
H 1.778 2.213 -5.778
H 2.587 0.779 -5.146
H 3.170 2.389 -4.712
H 0.423 1.263 -3.889
H 1.836 3.892 -3.137
H 0.238 3.381 -2.577
H 0.499 3.766 -4.282
H 3.812 2.922 -2.622
H 5.388 0.295 -2.338
H 6.061 1.805 -2.950
H 4.782 0.988 -3.852
H 5.007 1.564 -0.141
H 3.868 2.926 -0.072
H 5.468 3.141 -0.795
H 1.534 -1.495 -2.186
H 4.457 -1.305 -1.257
H 3.483 -2.776 -1.281
H 3.038 -1.432 -0.201
H 4.064 -1.046 -3.864
H 2.408 -1.106 -4.477
H 3.146 -2.547 -3.782
*
```